C4H7Cl3Si as an isolated structure in a non-equilibrium geometry. Source: the Open Molecules 2025 dataset; level of theory: wB97M-V/def2-TZVPD.

Each line ends with the Mulliken charge.
CARTESIAN COORDINATES (ANGSTROEM)
C: -0.5234 1.7755 -0.0601  -0.73
C: -0.6882 0.4813 -0.0044  0.25
C: -2.4895 -0.2790 -0.3924  -0.57
C: 2.3344 -0.2360 0.5608  -0.20
Si: 0.5145 -0.9041 0.1379  0.49
Cl: -2.2342 -1.8594 -0.7893  -0.16
Cl: 3.2569 0.1963 -0.9745  -0.19
Cl: 3.2135 -1.5125 1.3285  -0.16
H: 0.4600 2.2177 0.0825  0.21
H: -1.1225 2.6139 -0.3112  0.30
H: -3.0804 -0.0590 0.3723  0.43
H: -2.7890 0.3173 -1.3231  0.27
H: 2.4031 0.6502 1.1610  0.33
H: 0.8162 -1.6540 -0.9861  -0.15
H: -0.0715 -1.7483 1.1982  -0.13

For the energy above the lowest of the compared OMol25 structures with the same formula, charge and spin, the calculation gives 143.1 kcal per mole. The value obtained for the frontier orbital gap is 10.286 eV.


A 2-piece molecular cluster, C2H6NO2S2 overall in a non-equilibrium geometry. Source: the Open Molecules 2025 dataset; level of theory: wB97M-V/def2-TZVPD.

Each line ends with the Mulliken charge.
CARTESIAN COORDINATES (ANGSTROEM)
C: 1.1133 -1.1827 1.5414  -0.72
S: -0.1660 0.0724 1.6096  0.18
S: -1.6686 -0.7668 0.5781  -0.18
H: 0.9862 -1.8575 2.3782  0.34
H: 2.0720 -0.6533 1.6009  0.28
H: 1.0681 -1.6957 0.5973  0.33
H: -0.9524 -0.6712 -0.6540  0.36
N: 0.8135 1.8343 -2.2339  -0.49
C: 0.6710 0.6620 -1.5232  0.75
O: -0.2838 -0.0998 -1.9001  -0.70
O: 1.4379 0.4019 -0.5758  -0.62
H: 1.3876 2.5214 -1.7904  0.24
H: -0.0358 2.1512 -2.6666  0.23

Its spin multiplicity is 2. For the energy above the lowest of the compared OMol25 structures with the same formula, charge and spin, the calculation gives 0.0 kcal per mole. The value obtained for the frontier orbital gap (spin up / spin down) is 9.740 / 6.464 eV.